{"formula": "C36H37BrFeN8Se", "method": "ωB97M-V with the def2-TZVPD basis set", "species": ["Fe", "C", "C", "C", "C", "C", "C", "C", "N", "N", "C", "C", "C", "C", "C", "C", "N", "C", "C", "C", "C", "C", "C", "N", "H", "H", "H", "H", "H", "H", "H", "H", "H", "H", "H", "H", "H", "H", "H", "H", "H", "H", "H", "H", "Br", "C", "C", "C", "C", "C", "C", "N", "C", "C", "C", "C", "C", "C", "N", "H", "H", "H", "H", "H", "H", "H", "H", "H", "C", "N", "C", "C", "N", "C", "C", "Se", "H", "H", "H", "H", "H", "H", "H", "H"], "xyz": [[-0.250, 0.508, -0.167], [0.374, 1.906, 2.804], [0.964, 0.505, 2.879], [-0.077, -0.537, 2.583], [-0.111, -1.704, 3.352], [-0.950, -2.730, 2.962], [-1.926, -2.521, 1.993], [-2.139, -1.122, 1.540], [-0.920, -0.289, 1.580], [-0.167, 2.265, 1.470], [0.696, 3.264, 0.835], [1.960, 2.574, 0.424], [3.195, 3.199, 0.494], [4.322, 2.519, 0.069], [4.164, 1.236, -0.435], [2.901, 0.682, -0.462], [1.805, 1.316, -0.019], [-1.540, 2.749, 1.575], [-2.099, 2.956, 0.199], [-3.032, 3.948, -0.051], [-3.503, 4.131, -1.339], [-3.017, 3.303, -2.339], [-2.095, 2.331, -2.010], [-1.627, 2.146, -0.765], [-0.438, 1.964, 3.530], [1.120, 2.642, 3.109], [1.821, 0.390, 2.217], [1.324, 0.351, 3.898], [0.573, -1.823, 4.179], [-0.830, -3.721, 3.385], [-2.596, -3.303, 1.666], [-3.292, 0.193, 0.388], [0.209, 3.656, -0.059], [0.903, 4.112, 1.495], [3.261, 4.209, 0.876], [5.300, 2.978, 0.128], [5.007, 0.668, -0.805], [2.745, -0.307, -0.860], [-2.127, 1.986, 2.092], [-1.608, 3.671, 2.161], [-3.374, 4.574, 0.762], [-4.220, 4.910, -1.561], [-3.342, 3.406, -3.365], [-1.723, 1.676, -2.782], [-6.894, -2.535, 2.444], [-5.216, -1.942, 1.894], [-4.386, -1.429, 2.837], [-3.015, -1.069, 2.704], [-2.834, -0.791, 0.214], [-3.903, -1.730, -0.237], [-4.941, -2.169, 0.479], [-1.777, -0.542, -0.763], [-1.645, -1.063, -1.912], [-0.567, -0.534, -2.765], [-0.421, -0.901, -4.083], [0.517, -0.221, -4.862], [1.238, 0.804, -4.288], [1.042, 1.105, -2.940], [0.180, 0.439, -2.185], [-4.788, -1.349, 3.839], [-2.507, -0.806, 3.624], [-3.902, -2.033, -1.275], [-5.686, -2.757, -0.041], [-2.314, -1.810, -2.327], [-1.036, -1.686, -4.502], [0.658, -0.481, -5.904], [1.951, 1.381, -4.861], [1.591, 1.908, -2.467], [2.398, -3.134, -2.943], [3.125, -2.993, -1.684], [4.452, -3.303, -1.507], [4.753, -3.039, -0.215], [3.603, -2.573, 0.379], [3.483, -2.223, 1.791], [2.605, -2.547, -0.525], [0.815, -2.073, -0.215], [3.026, -3.683, -3.638], [2.171, -2.151, -3.352], [1.476, -3.684, -2.772], [5.063, -3.690, -2.305], [5.673, -3.156, 0.330], [4.483, -2.098, 2.197], [2.963, -3.014, 2.326], [2.927, -1.296, 1.886]], "total_charge": 3, "gap_ev": [5.1, 6.2], "e_tot_ha": -8070.30996, "multiplicity": 2}

=====

{"formula": "C5H7N", "method": "ωB97M-V with the def2-TZVPD basis set", "species": ["C", "C", "C", "C", "C", "N", "H", "H", "H", "H", "H", "H", "H"], "xyz": [[1.866, 0.032, -0.078], [0.384, 0.059, -0.102], [-0.466, 1.115, -0.087], [-1.827, 0.673, -0.002], [-1.729, -0.721, -0.088], [-0.416, -1.064, -0.151], [2.272, -0.667, 0.662], [2.254, -0.228, -1.065], [2.217, 1.035, 0.178], [-0.224, 2.168, -0.033], [-1.789, 1.107, 1.008], [-2.479, -1.504, -0.147], [-0.063, -2.006, -0.096]], "gap_ev": 8.8, "e_tot_ha": -249.38690, "smiles": "Cc1ccc[nH]1"}

=====

{"formula": "C7H13NO2", "method": "ωB97M-V with the def2-TZVPD basis set", "species": ["C", "C", "C", "C", "C", "C", "C", "N", "O", "O", "H", "H", "H", "H", "H", "H", "H", "H", "H", "H", "H", "H", "H"], "xyz": [[-2.545, 0.260, 0.844], [-1.690, -0.709, 0.020], [-0.281, -0.629, 0.516], [0.269, 1.530, -0.676], [1.024, -0.694, -1.563], [2.043, 0.270, 0.522], [0.754, 0.131, -0.293], [-1.982, 0.862, 1.793], [-0.732, 0.654, 1.989], [0.221, -1.683, 1.178], [-3.589, 0.400, 0.637], [-2.091, -1.720, 0.155], [-1.765, -0.436, -1.031], [1.053, 2.040, -1.226], [0.044, 2.109, 0.218], [-0.620, 1.508, -1.302], [2.010, -0.457, -1.956], [0.993, -1.758, -1.345], [0.290, -0.479, -2.336], [2.781, 0.816, -0.061], [2.440, -0.707, 0.781], [1.837, 0.819, 1.436], [-0.461, -2.124, 1.703]], "gap_ev": 9.2, "e_tot_ha": -479.67017}

=====

{"formula": "C33H44AsBN6O6ReS4", "method": "ωB97M-V with the def2-TZVPD basis set", "species": ["Re", "C", "C", "C", "C", "N", "N", "B", "N", "N", "C", "C", "C", "C", "C", "S", "C", "C", "C", "C", "N", "N", "C", "C", "C", "C", "C", "S", "C", "C", "C", "C", "C", "S", "C", "C", "C", "C", "H", "H", "H", "H", "H", "H", "H", "H", "H", "H", "H", "H", "H", "H", "H", "H", "H", "H", "H", "H", "H", "H", "H", "H", "H", "H", "H", "H", "H", "H", "H", "H", "H", "H", "H", "H", "H", "H", "H", "O", "As", "O", "O", "C", "C", "C", "C", "C", "C", "S", "O", "O", "O", "H", "H", "H", "H", "H"], "xyz": [[0.734, -2.924, -0.645], [0.889, -1.802, 4.550], [0.332, -0.886, 3.510], [-0.151, 0.361, 3.769], [-0.738, 1.142, 2.741], [-0.709, 0.740, 1.498], [-0.174, -0.461, 1.228], [-0.195, -0.829, -0.283], [0.688, 0.121, -1.137], [1.234, 1.217, -0.624], [1.894, 2.004, -1.443], [1.972, 1.717, -2.826], [1.459, 0.559, -3.340], [1.594, 0.143, -4.769], [0.832, -0.271, -2.394], [0.263, -1.880, -2.748], [2.556, 3.240, -0.864], [1.731, 4.458, -1.306], [2.597, 3.166, 0.660], [3.991, 3.357, -1.396], [-1.646, -0.717, -0.813], [-2.037, 0.503, -1.202], [-3.278, 0.653, -1.579], [-4.186, -0.439, -1.542], [-3.779, -1.689, -1.181], [-4.682, -2.880, -1.162], [-2.406, -1.803, -0.835], [-1.663, -3.321, -0.514], [-3.717, 2.022, -2.067], [-4.784, 2.564, -1.105], [-4.313, 1.871, -3.474], [-2.534, 2.987, -2.121], [0.248, -1.305, 2.159], [0.459, -2.961, 1.735], [-1.492, 2.418, 3.073], [-1.996, 3.104, 1.805], [-2.697, 2.022, 3.943], [-0.583, 3.371, 3.861], [0.887, -1.325, 5.527], [0.298, -2.719, 4.615], [1.913, -2.083, 4.296], [-0.140, 0.740, 4.783], [2.490, 2.407, -3.481], [1.852, 0.995, -5.394], [2.383, -0.606, -4.864], [0.672, -0.298, -5.148], [0.699, 4.383, -0.955], [2.167, 5.367, -0.893], [1.715, 4.563, -2.393], [1.599, 3.072, 1.080], [3.188, 2.313, 1.000], [3.055, 4.076, 1.048], [4.029, 3.498, -2.476], [4.470, 4.225, -0.944], [4.583, 2.476, -1.141], [-5.213, -0.280, -1.843], [-5.596, -2.675, -1.714], [-4.197, -3.752, -1.601], [-4.951, -3.133, -0.135], [-5.655, 1.908, -1.047], [-4.383, 2.692, -0.098], [-5.130, 3.536, -1.457], [-5.212, 1.253, -3.481], [-4.595, 2.854, -3.852], [-3.591, 1.438, -4.168], [-2.066, 3.107, -1.144], [-1.770, 2.642, -2.821], [-2.887, 3.962, -2.457], [-2.646, 2.444, 1.230], [-2.562, 3.993, 2.081], [-1.174, 3.407, 1.156], [-3.366, 1.347, 3.406], [-2.387, 1.534, 4.869], [-3.260, 2.915, 4.213], [0.328, 3.607, 3.311], [-1.117, 4.305, 4.041], [-0.305, 2.971, 4.836], [4.016, -1.941, 1.815], [3.747, -2.578, 0.213], [4.918, -2.233, -0.828], [2.202, -1.766, -0.127], [3.356, -4.459, 0.640], [3.885, -4.870, 1.860], [3.798, -6.192, 2.280], [3.177, -7.145, 1.490], [2.639, -6.771, 0.270], [2.726, -5.448, -0.143], [1.953, -5.080, -1.676], [2.209, -6.015, -2.693], [0.452, -4.853, -1.359], [2.335, -3.629, -1.858], [4.846, -1.439, 1.804], [4.384, -4.149, 2.491], [4.233, -6.477, 3.229], [3.118, -8.175, 1.815], [2.164, -7.505, -0.369]], "total_charge": 2, "gap_ev": [5.9, 6.3], "e_tot_ha": -5995.10250, "multiplicity": 2}

=====

{"formula": "C8H34O11", "method": "ωB97M-V with the def2-TZVPD basis set", "species": ["C", "C", "C", "C", "C", "C", "C", "C", "H", "H", "H", "H", "H", "H", "H", "H", "H", "H", "H", "H", "H", "H", "O", "H", "H", "O", "H", "H", "O", "H", "H", "O", "H", "H", "O", "H", "H", "O", "H", "H", "O", "H", "H", "O", "H", "H", "O", "H", "H", "O", "H", "H", "O"], "xyz": [[-1.460, -3.977, -0.093], [-0.734, -2.704, -0.557], [0.087, -1.930, 0.446], [0.551, -2.478, 1.580], [1.329, -0.596, -1.200], [0.727, -0.618, -0.004], [0.499, 0.567, 0.856], [1.517, 0.951, 1.621], [-0.850, -4.717, 0.419], [-2.235, -3.775, 0.657], [-1.915, -4.381, -0.985], [-0.043, -3.005, -1.332], [-1.582, -2.127, -0.955], [0.115, -3.418, 1.882], [1.294, -1.998, 2.158], [1.746, 0.234, -1.742], [1.313, -1.507, -1.813], [-0.474, 1.063, 0.899], [2.463, 0.465, 1.794], [1.507, 1.825, 2.292], [-2.506, -0.456, -2.989], [-2.154, -0.904, -4.352], [-2.679, -1.189, -3.596], [2.887, 1.864, 0.038], [3.808, 0.922, -0.833], [3.462, 1.066, 0.056], [-0.361, 1.726, -2.651], [-1.747, 1.726, -2.005], [-1.180, 1.219, -2.624], [-1.738, -0.471, 1.458], [-1.143, -0.376, 2.921], [-1.919, -0.243, 2.371], [-3.804, -1.090, 0.540], [-4.317, 0.134, 1.249], [-3.805, -0.126, 0.474], [3.584, -2.343, -1.166], [3.070, -3.616, -1.785], [3.266, -2.699, -2.007], [3.376, -1.927, 1.616], [4.299, -0.901, 1.016], [4.178, -1.865, 1.088], [-3.479, 2.902, -0.898], [-3.040, 1.466, -0.174], [-2.828, 2.219, -0.756], [2.856, 3.508, 0.623], [1.536, 3.906, -0.112], [2.421, 3.531, -0.236], [-1.065, 3.565, 0.022], [-1.300, 3.955, 1.427], [-0.712, 4.192, 0.668], [-2.128, 1.605, 2.016], [-1.540, 2.507, 3.233], [-1.733, 2.449, 2.297]], "gap_ev": 8.7, "e_tot_ha": -1152.74728, "smiles": "C=CC(=C)C(=C)CC.O.O.O.O.O.O.O.O.O.O.O"}

=====

{"formula": "H2NO5PS", "method": "ωB97M-V with the def2-TZVPD basis set", "species": ["N", "O", "O", "O", "O", "O", "P", "S", "H", "H"], "xyz": [[1.603, 0.010, -0.137], [0.442, -2.452, 0.149], [-2.689, 0.674, -0.001], [-0.560, 1.887, -0.246], [-0.744, -0.475, -1.055], [-0.704, -0.072, 1.283], [0.340, -1.077, -0.020], [-1.295, 0.693, 0.076], [1.084, 0.885, -0.168], [2.523, -0.075, 0.119]], "gap_ev": 12.1, "e_tot_ha": -1171.74482}

=====

{"formula": "C5H5F3", "method": "ωB97M-V with the def2-TZVPD basis set", "species": ["C", "C", "C", "C", "C", "H", "H", "H", "H", "H", "F", "F", "F"], "xyz": [[-0.670, 0.644, 1.190], [0.128, 0.044, 0.050], [1.606, 0.239, -0.298], [2.361, 1.154, 0.207], [-0.419, -0.916, -0.673], [0.114, 0.735, 2.069], [-1.454, -0.174, 1.669], [1.998, -0.597, -0.789], [3.390, 1.478, 0.144], [1.838, 1.571, 1.066], [-1.255, 1.994, 1.000], [-1.643, -1.223, -0.305], [0.239, -1.883, -1.474]], "gap_ev": 10.1, "e_tot_ha": -492.99627, "smiles": "C=CC(CF)=C(F)F"}

=====

Please write out number 7 again, unchanged.
{"formula": "C5H5F3", "method": "ωB97M-V with the def2-TZVPD basis set", "species": ["C", "C", "C", "C", "C", "H", "H", "H", "H", "H", "F", "F", "F"], "xyz": [[-0.670, 0.644, 1.190], [0.128, 0.044, 0.050], [1.606, 0.239, -0.298], [2.361, 1.154, 0.207], [-0.419, -0.916, -0.673], [0.114, 0.735, 2.069], [-1.454, -0.174, 1.669], [1.998, -0.597, -0.789], [3.390, 1.478, 0.144], [1.838, 1.571, 1.066], [-1.255, 1.994, 1.000], [-1.643, -1.223, -0.305], [0.239, -1.883, -1.474]], "gap_ev": 10.1, "e_tot_ha": -492.99627, "smiles": "C=CC(CF)=C(F)F"}